Formula: C33H66BN5O7
Source: the OMol25 dataset
Level of theory: the ωB97M-V functional and the def2-TZVPD basis

Computed properties:
SMILES ... BCCOCCOc1ccc(C(C)(C)CC(C)(C)C)cc1.CN(C)C=O.CN(C)C=O.CN(C)C=O.CN(C)C=O.CN(C)C=O
E_HOMO ... -0.3213 Ha
Largest force on an atom ... 0.03726 hartree/bohr
HOMO-LUMO gap ... 8.9 eV

Last column: Löwdin charge in e.
Geometry (Å):
O1 -2.7364 -3.2750 -0.6988  -0.1752
O2 -2.1625 3.4901 -6.3938  0.0016
O3 -4.0291 -2.3546 -4.8004  0.0046
O4 7.5917 -3.8880 1.8017  0.0081
O5 -1.1159 3.8103 7.8609  0.0013
O6 0.5100 -3.9629 -0.2899  -0.0486
O7 0.9204 0.7326 -12.0306  0.0085
N1 -3.1591 -0.4648 -3.8827  -0.1934
N2 -0.1771 5.7918 8.4570  -0.1968
N3 -0.3282 2.4825 -7.2899  -0.1988
N4 5.6933 -2.6756 1.4905  -0.1934
N5 -0.9812 1.9371 -12.3669  -0.2016
C1 -0.1186 7.2300 8.2848  -0.0579
C2 -0.3157 3.1988 -12.0897  -0.0387
C3 -2.3306 -1.2194 -2.9555  -0.0410
C4 1.2125 -1.8276 3.2329  -0.1911
C5 1.4239 -1.0882 4.5990  -0.4226
C6 -0.2619 0.7982 -12.3061  -0.3614
C7 -0.7646 -4.6008 -0.2681  -0.1479
C8 0.8610 -1.8884 0.8716  -0.0125
C9 0.7051 2.7102 5.2096  -0.0609
C10 0.7641 -3.2439 0.8630  -0.3057
C11 4.2646 -2.6630 1.2340  -0.0498
C12 -0.8135 0.9525 6.1705  -0.0376
C13 1.1489 -3.2133 3.2180  -0.0458
C14 0.9336 -3.9155 2.0642  -0.0126
C15 -2.3926 1.9418 -12.6993  -0.0589
C16 6.3932 -1.4133 1.6485  -0.0430
C17 6.3962 -3.8208 1.5880  -0.3595
C18 -1.6443 2.5922 -7.0315  -0.3703
C19 0.6069 -1.8774 5.6490  -0.0468
C20 -1.0272 5.0194 7.7548  -0.3511
C21 -4.1130 -3.9319 1.2259  -0.1941
C22 -3.9486 -1.1411 -4.7364  -0.3623
C23 0.7093 5.1568 9.4181  -0.0362
C24 0.5707 3.5035 -6.7789  -0.0403
C25 -3.1095 0.9850 -3.8596  -0.0555
C26 -3.7997 -4.1227 -0.2700  -0.2353
C27 1.0791 -1.1729 2.0247  -0.0332
C28 1.7008 1.0824 6.7859  -0.0614
C29 2.9579 -1.2055 4.8779  -0.0200
C30 -1.7151 -4.0385 -1.3601  -0.1584
C31 0.9646 0.3759 4.3932  -0.1407
C32 0.2193 1.3804 -8.0605  -0.0498
C33 0.6623 1.2008 5.6685  -0.5407
B1 -5.5368 -4.4801 1.6361  0.0398
H1 -4.5370 -0.4810 -5.3972  0.1308
H2 -3.3741 -4.5189 1.7904  0.0842
H3 0.1191 4.6303 10.1690  0.0939
H4 -2.9559 -1.8479 -2.3265  0.0751
H5 -6.5568 -3.8868 1.4868  0.0204
H6 1.3427 4.4298 8.9079  0.0875
H7 -2.1174 -4.8298 -2.0026  0.1276
H8 3.4422 -1.9086 4.1957  0.0655
H9 3.8840 -3.6779 1.1417  0.0862
H10 1.3945 1.7680 7.5887  0.0813
H11 0.1784 2.8480 4.2610  0.0849
H12 0.0926 0.4545 3.7342  0.1193
H13 2.7095 1.3848 6.4817  0.0820
H14 1.7736 0.0904 7.2418  0.0708
H15 0.7526 -1.3980 -0.0954  0.1280
H16 -1.6558 5.5927 7.0525  0.1369
H17 -1.1239 -3.3833 -2.0043  0.1088
H18 -1.6593 -1.8641 -3.5260  0.0905
H19 1.5936 3.2763 -7.0690  0.0867
H20 -2.7439 0.9278 -12.8788  0.0826
H21 -3.4078 1.3418 -2.8716  0.0904
H22 0.2847 4.4774 -7.1779  0.0924
H23 -3.5050 -5.1658 -0.4404  0.1236
H24 -1.2840 -4.4689 0.6843  0.1172
H25 0.7216 1.7745 -8.9461  0.0799
H26 -0.8574 -0.1029 -12.5321  0.1323
H27 1.1838 -2.7707 5.9129  0.0779
H28 0.9392 0.8316 -7.4506  0.0911
H29 -0.8658 0.7633 7.2430  0.0837
H30 3.4587 -0.2408 4.7448  0.0791
H31 -0.5703 0.7006 -8.3742  0.0846
H32 -1.7482 -0.5422 -2.3341  0.0940
H33 -1.4303 1.8048 5.8802  0.0703
H34 4.0621 -2.1213 0.3077  0.0964
H35 -2.9630 2.3744 -11.8746  0.0889
H36 1.7496 3.0397 5.1926  0.0781
H37 0.8835 7.5209 7.9633  0.0895
H38 7.1754 -1.3296 0.8926  0.0915
H39 1.3309 5.9062 9.9019  0.0860
H40 0.4145 -1.3307 6.5715  0.0656
H41 0.0995 3.1814 -11.0808  0.0793
H42 3.7521 -2.1662 2.0584  0.0641
H43 3.1382 -1.5590 5.8985  0.0815
H44 -4.7107 -3.9576 -0.8646  0.1272
H45 -1.1766 0.1089 5.5733  0.0657
H46 -0.6661 -5.6809 -0.4452  0.1276
H47 -0.3475 7.7229 9.2319  0.0893
H48 -2.2399 1.7686 -7.4631  0.1318
H49 5.6944 -0.5863 1.5440  0.0846
H50 -2.5562 2.5387 -13.5988  0.0893
H51 -0.3403 -2.2401 5.2378  0.0939
H52 -2.0895 1.3123 -4.0704  0.0839
H53 -0.8383 7.5525 7.5351  0.0828
H54 -1.0232 4.0195 -12.1780  0.0870
H55 1.2610 -3.8140 4.1137  0.1159
H56 0.4992 3.5447 -5.6912  0.0912
H57 -3.9876 -2.8869 1.5385  0.1074
H58 0.5036 3.3443 -12.7946  0.0945
H59 0.8633 -4.9996 2.1031  0.1296
H60 5.7745 -4.7226 1.4534  0.1320
H61 0.1770 3.2765 5.9918  0.0476
H62 -5.6066 -5.5668 2.1278  0.0226
H63 -3.7785 1.4072 -4.6066  0.0816
H64 6.8625 -1.3739 2.6326  0.0917
H65 1.1242 -0.0917 1.9778  0.1117
H66 1.7725 0.9124 3.8716  0.1181

Cartesian forces, eV/Å:
-0.1 -0.6 -0.7
0.1 0.0 0.0
0.1 0.0 0.1
0.0 0.1 0.0
0.0 0.1 0.1
-0.2 0.3 0.2
0.0 0.2 0.1
-0.1 0.2 -0.1
0.0 0.1 -0.1
-0.1 -0.1 -0.1
-0.2 -0.1 0.0
-0.1 -0.1 0.0
0.1 -0.2 0.2
0.1 -0.2 0.0
-0.2 -0.1 -0.3
-0.1 0.4 1.1
-0.3 -0.6 -1.5
0.0 -0.2 0.0
-0.8 -0.7 -1.0
-0.1 0.7 -1.8
-0.1 -0.7 1.1
0.1 -1.2 0.4
0.3 0.2 0.0
0.9 -0.4 -1.1
0.1 -0.4 0.4
-0.2 -0.6 -0.3
0.2 0.2 0.1
0.1 -0.2 0.0
0.1 -0.1 0.0
-0.2 0.0 0.0
0.3 -0.2 0.0
-0.1 0.0 0.0
0.1 -0.5 0.5
-0.1 0.0 0.0
-0.1 -0.2 -0.1
-0.2 0.0 0.0
0.2 -0.3 0.1
-0.4 0.0 0.3
0.1 0.4 0.4
-0.2 0.0 0.5
-0.2 0.3 0.4
0.6 0.4 0.9
0.6 0.2 0.9
0.1 0.3 0.1
-0.5 1.3 -0.5
0.3 -0.1 0.0
0.0 0.0 0.0
0.0 0.3 -0.1
0.1 0.0 0.0
0.1 0.0 0.0
0.0 0.2 -0.1
0.0 0.0 0.1
-0.2 0.1 0.2
-0.1 0.0 0.1
0.0 0.0 0.0
0.1 -0.1 -0.1
0.2 0.1 0.0
0.0 -0.2 0.2
-0.2 -0.1 -0.2
0.0 0.1 -0.2
0.0 0.1 0.2
0.0 0.0 0.0
-0.2 0.1 0.2
0.1 0.0 0.1
0.0 -0.1 0.0
0.1 0.0 0.0
0.0 0.1 0.0
0.1 0.0 0.1
-0.2 0.1 0.1
0.3 0.1 0.0
0.1 -0.2 -0.1
0.0 0.0 0.0
-0.2 0.1 0.1
0.0 -0.1 -0.1
-0.2 0.0 -0.1
0.0 -0.1 0.1
0.0 0.0 0.0
0.0 0.1 0.0
0.0 0.0 0.4
-0.1 0.0 0.0
-0.1 0.0 -0.1
-0.2 0.1 -0.4
0.0 0.1 0.0
0.0 0.1 0.1
0.0 0.0 0.0
0.1 0.0 -0.2
0.0 0.1 0.0
-0.2 0.0 -0.1
0.1 0.2 -0.1
0.3 0.2 -0.1
-0.3 -0.1 0.6
0.5 0.2 0.1
0.0 0.1 -0.1
0.1 0.0 0.0
-0.1 -0.1 0.0
-0.1 0.0 0.0
0.0 0.3 0.1
-0.1 0.2 0.0
0.0 -0.1 0.0
0.0 -0.1 0.0
0.0 0.3 0.1
0.1 0.1 0.0
-0.1 0.0 -0.4
0.0 0.1 0.1
0.0 0.1 -0.1
0.0 0.0 0.0
0.3 0.0 -0.4
-0.1 0.0 0.0
0.0 0.0 0.0
0.0 0.1 0.0
0.0 -0.1 -0.1
-0.1 -0.2 0.0